# 1
The following is a quantum chemistry calculation of C10H24ClI2OP2Tl as an isolated structure in a non-equilibrium geometry, from the OMol25 dataset.

Each line ends with the natural charge from an NBO analysis.
Element x y z (Å)
I -1.715 -1.692 -1.061  0.026
I -0.985 1.313 -0.353  0.120
Tl 3.101 -0.927 -2.172  0.962
P 0.479 -0.470 -3.500  1.077
C -1.215 -0.114 -4.155  -0.949
C 1.315 1.069 -4.082  -0.960
H 2.104 -1.866 -4.692  0.244
H 0.919 -1.135 -5.818  0.269
H 0.435 -2.519 -4.796  0.267
C 1.044 -1.607 -4.836  -0.955
H 2.337 1.147 -3.680  0.230
H 1.379 1.090 -5.176  0.276
H -1.185 0.061 -5.244  0.276
H -1.624 0.768 -3.645  0.243
H 0.738 1.936 -3.735  0.259
H -1.865 -0.972 -3.930  0.265
C -4.126 -0.341 -1.726  0.463
O -5.080 0.260 -1.857  -0.432
Cl 3.712 -0.749 0.330  -0.677
C -2.674 0.547 2.896  -0.622
C -1.254 1.108 3.065  -0.780
P -0.077 0.515 1.820  1.405
C 1.490 1.391 2.087  -0.781
C 2.023 1.370 3.518  -0.611
C 0.274 -1.252 2.073  -0.790
C 0.201 -1.756 3.517  -0.610
H -3.097 0.778 1.911  0.217
H -3.320 1.009 3.656  0.261
H -2.713 -0.542 3.039  0.225
H -1.265 2.207 2.984  0.270
H -0.837 0.853 4.053  0.282
H 2.223 0.908 1.415  0.289
H 1.317 2.428 1.764  0.257
H 2.257 0.347 3.834  0.223
H 2.960 1.942 3.568  0.265
H 1.311 1.826 4.215  0.222
H -0.437 -1.800 1.429  0.272
H 1.284 -1.406 1.654  0.287
H -0.701 -1.412 4.039  0.221
H 0.184 -2.855 3.496  0.261
H 1.085 -1.458 4.095  0.233

Properties
Net charge: +2
Frontier orbital gap (spin up / spin down): 6.20 / 4.69 eV
E_HOMO (spin up / spin down): -15.068 / -15.044 eV
Relative energy (zero: lowest compared OMol25 entry of this formula, charge and spin): 0.0 kJ/mol


# 2
The following is a quantum chemistry calculation of C26H33AlN as an isolated structure, from the OMol25 dataset.

Each line ends with the natural charge from an NBO analysis.
Element x y z (Å)
Al 0.160 -0.276 -0.580  1.830
C 1.207 -0.375 -2.368  -0.416
C 0.130 -1.354 -2.371  -0.185
C -1.105 -0.588 -2.276  -0.030
C -0.723 0.793 -2.212  -0.403
C 0.683 0.942 -2.290  -0.101
C 1.461 2.247 -2.244  -0.067
C 2.904 2.013 -2.693  -0.607
C 1.454 2.802 -0.813  -0.603
C 0.787 3.252 -3.185  -0.598
C -2.584 -0.998 -2.207  -0.102
C -2.895 -1.734 -0.894  -0.611
C -3.471 0.255 -2.227  -0.604
C -2.977 -1.831 -3.433  -0.601
C 0.466 -2.825 -2.649  -0.074
C 1.915 -3.120 -2.227  -0.600
C 0.371 -3.038 -4.169  -0.598
C -0.410 -3.837 -1.909  -0.603
H 2.250 -0.624 -2.461  0.283
H -1.415 1.610 -2.094  0.277
H 3.438 1.346 -2.013  0.207
H 3.440 2.962 -2.703  0.233
H 2.946 1.593 -3.699  0.219
H 1.956 2.120 -0.119  0.209
H 0.436 2.973 -0.455  0.213
H 1.984 3.754 -0.774  0.237
H 0.738 2.868 -4.204  0.221
H 1.359 4.180 -3.198  0.229
H -0.226 3.495 -2.859  0.209
H -2.720 -1.074 -0.039  0.211
H -2.306 -2.635 -0.754  0.219
H -3.948 -2.018 -0.874  0.235
H -3.305 0.895 -1.358  0.206
H -4.514 -0.059 -2.199  0.233
H -3.328 0.844 -3.135  0.218
H -2.474 -2.791 -3.482  0.210
H -2.762 -1.286 -4.353  0.220
H -4.050 -2.026 -3.403  0.229
H 2.647 -2.593 -2.839  0.212
H 2.110 -4.185 -2.351  0.236
H 2.094 -2.878 -1.175  0.205
H 1.040 -2.356 -4.696  0.215
H -0.638 -2.880 -4.545  0.218
H 0.669 -4.059 -4.414  0.228
H -0.331 -3.717 -0.825  0.209
H -0.060 -4.841 -2.151  0.232
H -1.458 -3.790 -2.187  0.215
N -1.046 1.160 9.074  -0.250
C -0.903 0.990 7.948  0.251
C -0.724 0.778 6.536  -0.135
C 0.474 0.244 6.065  -0.156
C 0.646 0.040 4.710  -0.175
C -0.380 0.369 3.822  -0.083
C -1.579 0.903 4.298  -0.180
C -1.750 1.108 5.653  -0.147
C -0.201 0.155 2.419  0.137
C -0.048 -0.029 1.232  -0.726
H 1.260 -0.007 6.763  0.244
H 1.571 -0.374 4.334  0.232
H -2.369 1.155 3.604  0.231
H -2.673 1.521 6.035  0.242

Properties
Net charge: +1
Frontier orbital gap: 8.72 eV
E_HOMO: -11.952 eV